Formula: C7H12F3NO
Source: OMol25
Level of theory: wB97M-V/def2-TZVPD

Values from the calculation:
**Relative energy (zero: lowest compared OMol25 entry of this formula, charge and spin)**: 305.23 kJ/mol
**HOMO (spin up / spin down)**: -7.6 / -7.1 eV
**LUMO (spin up / spin down)**: 0.0060 / -0.0016 hartree
**E**: -703.367314 hartree
**HOMO-LUMO gap (spin up / spin down)**: 7.71 / 7.04 eV

Element x y z (Å)
C 0.8828 -1.1319 -1.1812
C -0.3115 -1.8557 0.5871
C 0.7983 0.1509 -0.3722
C -0.1333 -0.2731 0.7294
C 2.1768 0.6474 0.0334
C 0.1701 1.3888 -1.1613
C -2.6732 0.2185 -0.0227
N -0.4231 0.2463 1.9352
O 0.6849 -2.2140 -0.3762
F -3.4971 -0.5294 0.7699
F -2.6178 1.4680 0.5318
F -3.2338 0.3889 -1.2214
H 0.2216 -1.1601 -2.0435
H 1.9289 -1.2749 -1.5406
H -0.1494 -2.1526 1.5915
H -1.2754 -2.0309 0.2081
H 2.0662 1.7622 0.2938
H 2.9452 0.4246 -0.7990
H 2.7103 0.2076 0.9643
H 0.2446 2.2679 -0.4787
H -0.9151 1.2237 -1.3071
H 0.9178 1.5529 -1.9563
H 0.0438 1.0861 2.1319
H -0.5616 -0.4113 2.6838

Cartesian forces (eV/Å) of the 3 atoms listed first:
1.9 0.5 -1.9
1.3 3.2 -0.8
-1.3 1.7 -0.1

What are the Mulliken partial charges on each atom? They are as follows, in elementary charge units:
1 C -0.84
2 C -0.59
3 C 1.74
4 C -0.24
5 C -1.42
6 C -1.50
7 C 0.27
8 N -0.24
9 O -0.41
10 F -0.27
11 F -0.24
12 F -0.27
13 H 0.37
14 H 0.29
15 H 0.43
16 H 0.33
17 H 0.35
18 H 0.34
19 H 0.29
20 H 0.40
21 H 0.25
22 H 0.46
23 H 0.23
24 H 0.26